Below is 13 unconnected molecules or ions with the total composition H24O16S in a non-equilibrium geometry, with properties calculated with wB97M-V/def2-TZVPD.

Last column: natural (NBO) charge in e.
CARTESIAN COORDINATES (ANGSTROEM)
S1 -0.05 0.04 -0.08  2.7679
O1 1.09 -0.50 0.55  -1.0881
O2 0.26 1.06 -0.99  -1.0689
O3 -0.84 -1.06 -0.68  -1.1034
O4 -0.84 0.54 1.00  -1.1041
O5 1.91 0.53 2.82  -1.0241
H1 1.28 1.25 2.70  0.4713
H2 1.66 0.17 1.86  0.4665
O6 2.51 2.34 -0.62  -1.0135
H3 3.06 1.63 -0.74  0.4998
H4 1.56 2.27 -0.69  0.4885
O7 -0.79 3.46 -1.62  -0.9735
H5 -0.41 2.59 -1.34  0.4953
H6 0.00 3.87 -1.94  0.4524
O8 0.22 2.51 2.22  -1.0002
H7 0.77 2.63 1.46  0.4546
H8 -0.30 1.69 1.73  0.4851
O9 -3.32 1.73 1.33  -0.9544
H9 -3.04 2.53 1.02  0.4510
H10 -2.50 1.29 1.21  0.4899
O10 -3.17 -0.93 -1.47  -1.0113
H11 -3.51 -0.09 -1.14  0.4573
H12 -2.27 -0.96 -1.02  0.4884
O11 -0.35 -2.54 -2.75  -1.0148
H13 -0.46 -2.13 -1.88  0.5026
H14 -0.96 -3.26 -3.01  0.4788
O12 -1.25 -3.52 0.30  -0.9608
H15 -1.63 -3.07 1.04  0.4656
H16 -1.12 -2.89 -0.36  0.4848
O13 -1.60 -0.07 3.40  -0.9384
H17 -1.11 -0.04 2.61  0.4833
H18 -1.94 -0.90 3.27  0.4367
O14 3.25 -0.26 -0.83  -0.9968
H19 3.14 -0.97 -1.46  0.4733
H20 2.59 -0.33 -0.14  0.5018
O15 0.78 -0.03 -3.51  -0.9681
H21 0.56 -0.90 -3.36  0.4691
H22 0.54 0.22 -2.63  0.4774
O16 2.38 -2.63 1.45  -0.9839
H23 2.10 -3.40 1.02  0.4568
H24 1.78 -1.88 1.29  0.5061

- Electronic energy: -1616.49992 Ha
- Molecular weight: 312.2 g mol⁻¹
- Energy relative to the best compared isomer or geometry (same formula, charge and spin): 330.2 kJ/mol
- Net charge: -2

Below is a molecular structure, H26HeO13 in a non-equilibrium geometry, with properties calculated with wB97M-V/def2-TZVPD.

Last column: natural (NBO) charge in e.
CARTESIAN COORDINATES (ANGSTROEM)
He1 0.79 -0.09 0.13  0.0011
O1 0.61 0.06 3.00  -0.9578
H1 0.28 0.96 3.04  0.4921
H2 1.07 -0.07 3.83  0.4913
O2 0.20 2.95 -1.69  -0.9655
H3 -0.18 3.17 -0.84  0.4930
H4 1.02 2.51 -1.48  0.4889
O3 -1.16 3.47 0.90  -0.9662
H5 -0.87 3.38 1.81  0.4589
H6 -1.83 2.80 0.80  0.5005
O4 -1.76 1.31 -2.43  -1.0052
H7 -2.32 1.14 -1.67  0.4809
H8 -1.05 1.84 -2.09  0.4954
O5 -1.16 -1.92 -0.83  -0.9614
H9 -1.47 -2.20 -1.69  0.4885
H10 -0.22 -2.10 -0.84  0.4800
O6 3.70 -3.05 0.36  -0.9564
H11 2.90 -3.51 0.12  0.4530
H12 3.41 -2.33 0.91  0.4872
O7 -3.12 -1.23 0.98  -0.9892
H13 -2.48 -1.42 1.67  0.4974
H14 -2.71 -1.57 0.18  0.4931
O8 -0.74 -1.07 -3.83  -0.9899
H15 -1.11 -0.34 -3.32  0.5079
H16 -1.50 -1.50 -4.21  0.4703
O9 -3.04 1.41 0.29  -1.0030
H17 -3.05 0.49 0.54  0.5087
H18 -3.90 1.75 0.57  0.4801
O10 -1.23 -1.99 2.81  -0.9616
H19 -0.68 -2.75 2.63  0.4777
H20 -0.64 -1.24 2.74  0.4909
O11 2.01 -0.31 -2.68  -0.9562
H21 2.62 -1.01 -2.44  0.4716
H22 1.16 -0.75 -2.76  0.4860
O12 3.16 -0.85 1.90  -0.9626
H23 3.76 -0.40 2.50  0.4820
H24 2.34 -0.35 1.96  0.4888
O13 2.45 1.94 -0.47  -0.9466
H25 2.08 1.13 -0.83  0.4895
H26 2.65 1.72 0.44  0.4667

- Electronic energy: -996.63226 Ha
- Molecular weight: 238.2 g mol⁻¹
- Energy relative to the best compared isomer or geometry (same formula, charge and spin): 89.3 kJ/mol
- Net charge: 0

Below is a molecular structure, H26KrO13 in a non-equilibrium geometry, with properties calculated with wB97M-V/def2-TZVPD.

Last column: natural (NBO) charge in e.
CARTESIAN COORDINATES (ANGSTROEM)
Kr1 0.07 0.07 0.23  0.0003
O1 -2.34 0.70 2.62  -0.9994
H1 -2.28 0.79 3.57  0.4829
H2 -2.26 -0.24 2.46  0.5109
O2 2.28 -2.79 1.06  -0.9741
H3 2.97 -3.23 0.56  0.4808
H4 2.64 -1.92 1.25  0.5103
O3 3.45 0.00 0.48  -0.9818
H5 3.24 0.24 -0.42  0.5027
H6 4.31 0.37 0.64  0.4773
O4 -2.36 -2.08 2.22  -0.9644
H7 -1.90 -2.46 1.47  0.5070
H8 -3.29 -2.20 2.02  0.4688
O5 -3.10 1.05 -0.40  -0.9628
H9 -2.66 1.36 0.39  0.4934
H10 -3.71 0.39 -0.09  0.4701
O6 0.51 0.51 -4.25  -0.9830
H11 -0.12 0.81 -3.60  0.4974
H12 -0.03 0.14 -4.95  0.4754
O7 1.05 4.35 0.26  -0.9528
H13 1.22 3.78 -0.49  0.4577
H14 0.17 4.12 0.54  0.4892
O8 -1.81 1.20 -3.03  -0.9657
H15 -2.66 0.81 -3.27  0.4796
H16 -1.76 1.07 -2.08  0.5000
O9 2.72 0.38 -2.39  -0.9751
H17 2.09 0.10 -3.05  0.5138
H18 2.44 1.27 -2.16  0.4623
O10 -1.31 3.07 1.44  -0.9811
H19 -1.54 2.26 1.91  0.4994
H20 -1.79 3.75 1.90  0.4736
O11 -0.70 -2.92 -2.15  -0.9594
H21 -0.73 -2.97 -1.20  0.4853
H22 -1.58 -2.62 -2.40  0.4549
O12 -0.43 -3.40 0.58  -0.9939
H23 -0.48 -4.34 0.70  0.4833
H24 0.50 -3.19 0.69  0.5213
O13 2.97 0.26 3.17  -0.9536
H25 2.64 0.53 2.32  0.4859
H26 3.54 0.97 3.45  0.4634

- Electronic energy: -3747.35193 Ha
- Molecular weight: 318.0 g mol⁻¹
- Energy relative to the best compared isomer or geometry (same formula, charge and spin): 11.8 kJ/mol
- Net charge: 0

Below is a molecular structure, H26KrO13, with properties calculated with wB97M-V/def2-TZVPD.

Last column: natural (NBO) charge in e.
CARTESIAN COORDINATES (ANGSTROEM)
Kr1 -0.22 0.14 -0.38  0.0067
O1 1.68 -0.22 3.05  -0.9698
H1 1.48 0.35 3.80  0.4689
H2 1.95 0.39 2.36  0.4906
O2 3.82 -0.14 -0.70  -0.9556
H3 3.37 0.57 -0.25  0.4909
H4 4.58 0.27 -1.12  0.4642
O3 -0.19 3.06 -1.72  -0.9613
H5 0.53 2.72 -2.25  0.4837
H6 -0.10 2.63 -0.87  0.4818
O4 2.13 -1.06 -2.91  -0.9478
H7 2.90 -0.59 -2.60  0.4795
H8 1.82 -0.56 -3.66  0.4636
O5 2.73 1.66 1.26  -0.9713
H9 1.87 2.07 1.16  0.5009
H10 3.00 1.90 2.15  0.4777
O6 -4.11 -0.73 -1.26  -0.9573
H11 -3.55 -1.37 -0.83  0.4827
H12 -3.86 0.11 -0.88  0.4689
O7 0.35 2.82 1.31  -0.9643
H13 -0.45 2.55 1.76  0.4950
H14 0.19 3.73 1.06  0.4985
O8 -2.82 2.02 -1.62  -0.9679
H15 -2.00 2.50 -1.75  0.4884
H16 -3.49 2.70 -1.54  0.4667
O9 -3.01 -2.68 0.64  -0.9503
H17 -2.50 -2.45 1.42  0.4788
H18 -2.75 -3.58 0.45  0.4788
O10 0.85 -3.08 -1.06  -0.9731
H19 1.64 -2.62 -1.36  0.4776
H20 0.88 -2.99 -0.10  0.4806
O11 -2.02 -1.07 -3.49  -0.9297
H21 -2.06 -0.92 -2.54  0.4749
H22 -1.50 -0.34 -3.83  0.4524
O12 -1.35 -0.27 3.43  -0.9408
H23 -0.42 -0.11 3.27  0.4728
H24 -1.76 0.58 3.30  0.4590
O13 0.90 -2.68 1.72  -0.9637
H25 1.18 -2.03 2.37  0.4983
H26 0.34 -3.28 2.21  0.4711

- Electronic energy: -3747.31154 Ha
- Molecular weight: 318.0 g mol⁻¹
- Energy relative to the best compared isomer or geometry (same formula, charge and spin): 117.8 kJ/mol
- Net charge: 0

Below is 13 unconnected molecules or ions with the total composition H26O13 in a non-equilibrium geometry, with properties calculated with wB97M-V/def2-TZVPD.

Last column: natural (NBO) charge in e.
CARTESIAN COORDINATES (ANGSTROEM)
O1 -0.47 3.18 1.77  -0.9434
H1 -0.71 2.29 1.53  0.4837
H2 0.28 3.08 2.36  0.4535
O2 2.29 0.36 1.64  -1.0162
H3 2.90 1.04 1.39  0.4846
H4 2.78 -0.46 1.52  0.4764
O3 -3.33 -2.32 0.36  -0.9451
H5 -2.40 -2.11 0.33  0.4892
H6 -3.41 -3.16 -0.08  0.4486
O4 1.95 0.16 -2.45  -1.0112
H7 2.11 -0.48 -1.76  0.5100
H8 2.82 0.47 -2.70  0.4724
O5 -0.37 -2.79 1.82  -0.9871
H9 0.32 -2.59 1.18  0.4345
H10 0.06 -3.36 2.46  0.4661
O6 -2.58 1.29 1.58  -0.9548
H11 -1.82 1.00 1.07  0.4784
H12 -2.73 0.59 2.21  0.4682
O7 -0.21 0.47 0.29  -1.0193
H13 0.63 0.07 0.50  0.4998
H14 -0.57 -0.10 -0.39  0.5008
O8 -1.11 -1.62 -1.17  -0.9866
H15 -1.55 -1.86 -1.99  0.4903
H16 -0.64 -2.41 -0.90  0.4581
O9 1.26 2.82 -0.89  -0.9697
H17 1.49 2.29 -1.65  0.4648
H18 0.67 2.27 -0.38  0.4939
O10 -0.52 1.12 -3.18  -0.9810
H19 0.32 0.72 -2.95  0.5052
H20 -0.57 1.04 -4.13  0.4618
O11 2.73 -1.61 -0.48  -1.4081
H21 2.46 -2.52 -0.54  0.3278
H22 3.66 -1.64 -0.26  0.3754
O12 -3.01 1.35 -2.22  -0.9521
H23 -3.00 1.82 -3.05  0.4518
H24 -2.09 1.15 -2.05  0.4936
O13 0.41 0.02 3.74  -0.9567
H25 0.95 0.25 2.98  0.4907
H26 0.97 0.18 4.49  0.4516

- Electronic energy: -993.71215 Ha
- Molecular weight: 234.2 g mol⁻¹
- Energy relative to the best compared isomer or geometry (same formula, charge and spin): 58.7 kJ/mol
- Multiplicity: 2
- Net charge: -1

Below is 13 unconnected molecules or ions with the total composition H26O13 in a non-equilibrium geometry, with properties calculated with wB97M-V/def2-TZVPD.

Last column: natural (NBO) charge in e.
CARTESIAN COORDINATES (ANGSTROEM)
H1 0.13 1.00 -0.35  0.4376
H2 -0.47 -0.09 -1.22  0.4876
H3 2.33 -0.94 -2.15  0.4734
H4 2.12 -0.83 -0.65  0.4713
H5 -0.02 -0.71 3.49  0.4720
H6 1.03 0.32 3.10  0.4784
H7 -4.84 -1.43 -0.07  0.4760
H8 -3.69 -2.14 -0.76  0.4535
H9 3.18 -4.14 -1.39  0.4665
H10 1.91 -3.69 -2.11  0.4766
H11 -1.89 -3.07 2.77  0.4518
H12 -2.50 -2.36 1.57  0.4951
H13 -0.97 0.18 1.92  0.4599
H14 -0.97 -0.75 0.72  0.4693
H15 -0.36 5.57 0.31  0.4910
H16 1.09 5.20 0.06  0.4744
H17 -1.33 -2.11 -3.38  0.4782
H18 -2.39 -2.18 -2.29  0.4509
H19 -0.34 0.48 -3.09  0.4835
H20 0.98 -0.03 -2.53  0.4562
H21 4.85 0.78 -0.67  0.4742
H22 3.85 1.77 -1.24  0.4643
H23 0.66 3.37 1.39  0.5131
H24 1.39 2.21 0.73  0.4443
H25 -0.80 1.99 3.07  0.4590
H26 -2.15 2.69 2.97  0.4718
O1 -0.64 0.80 -0.89  -0.9544
O2 1.83 -1.33 -1.43  -0.9320
O3 0.77 -0.60 2.95  -0.9438
O4 -4.01 -1.89 0.11  -0.9263
O5 2.79 -4.05 -2.27  -0.9430
O6 -2.64 -3.11 2.16  -0.9522
O7 -1.56 -0.32 1.35  -0.9371
O8 0.30 4.89 0.51  -0.9483
O9 -1.91 -1.55 -2.84  -0.9261
O10 0.09 -0.32 -2.74  -0.9261
O11 4.45 1.07 -1.50  -0.9374
O12 0.94 2.46 1.54  -0.9729
O13 -1.20 2.85 2.89  -0.9303

- Electronic energy: -993.60765 Ha
- Molecular weight: 234.2 g mol⁻¹
- Energy relative to the best compared isomer or geometry (same formula, charge and spin): 434.7 kJ/mol
- Net charge: 0